Here is C11H18N2O4PdS2 as an isolated structure at a distorted geometry from OMol25. Energies are from ωB97M-V with the def2-TZVPD basis set.

As for the multiplicity: 1. As for the orbital gap: 4.9 eV. Its charge is -2. For the energy relative to the best compared isomer or geometry (same formula, charge and spin), the calculation gives 107.3 kJ/mol.

Last column: Löwdin charge in e.
CARTESIAN COORDINATES (ANGSTROEM)
Pd (-0.02626, 1.39556, 0.34010)  0.60
C (1.60134, 2.55616, -0.21670)  -0.30
C (1.05684, 3.79796, -0.62070)  -0.15
C (0.57254, 4.70336, 0.29760)  -0.17
C (0.56484, 4.38086, 1.66510)  -0.17
C (1.07474, 3.17836, 2.09360)  -0.15
C (1.64424, 2.24536, 1.18520)  -0.30
H (2.25464, 2.01936, -0.90500)  0.06
H (1.08704, 4.07226, -1.67160)  0.08
H (0.18284, 5.66556, -0.02660)  0.07
H (0.15384, 5.08246, 2.38570)  0.08
H (1.09234, 2.94566, 3.15700)  0.09
H (2.39414, 1.54386, 1.56490)  0.08
O (-3.65026, 0.12386, 0.77070)  -0.43
S (-2.28336, 0.66956, 0.70290)  0.17
O (-1.32806, -0.35434, 1.25760)  -0.45
O (-1.94146, 0.93046, -0.73560)  -0.48
O (-2.16156, 1.91076, 1.50030)  -0.43
C (-0.23356, -3.00394, 1.14420)  -0.08
N (0.73864, -2.33934, 0.29260)  -0.20
C (1.63974, -1.45964, 1.01000)  -0.14
C (0.26764, -1.84954, -0.88830)  -0.80
S (1.01354, -0.60654, -1.68260)  0.70
N (-0.78266, -2.60344, -1.46290)  -0.27
C (-1.83126, -1.78434, -2.03580)  -0.11
C (-0.31606, -3.62554, -2.37040)  -0.12
H (-0.93926, -2.24004, 1.50710)  0.07
H (0.28354, -3.48954, 1.97740)  0.07
H (-0.77556, -3.74244, 0.55680)  0.07
H (1.99334, -1.96364, 1.91000)  0.07
H (1.09944, -0.51844, 1.26910)  0.05
H (2.47844, -1.21934, 0.35410)  0.04
H (-2.04776, -0.95154, -1.35610)  0.05
H (-2.72546, -2.40374, -2.14400)  0.08
H (-1.54776, -1.36854, -3.01310)  0.07
H (0.39434, -4.27894, -1.85900)  0.08
H (0.18034, -3.20324, -3.26020)  0.07
H (-1.17826, -4.21524, -2.69340)  0.07

=====

Here is C11H18N3O as an isolated structure at a distorted geometry from OMol25. Energies are from ωB97M-V with the def2-TZVPD basis set.

As for the multiplicity: 3. As for the orbital gap (alpha / beta): 6.2 / 6.5 eV. Its charge is +1. For the energy relative to the best compared isomer or geometry (same formula, charge and spin), the calculation gives 151.4 kJ/mol.

Last column: Löwdin charge in e.
CARTESIAN COORDINATES (ANGSTROEM)
C (0.34706, 2.34046, 1.40315)  -0.04
C (-2.95528, -2.97770, 1.23899)  0.03
C (-2.76779, -1.76225, 1.61526)  -0.16
C (-2.29648, -0.66422, 0.79678)  -0.20
C (3.29037, -0.37098, -0.75042)  -0.17
C (2.54782, -1.04281, -1.90782)  -0.16
C (2.45221, 0.75063, -0.17277)  -0.11
C (1.14410, -1.46477, -1.53603)  -0.18
C (1.06205, 0.21876, 0.24515)  -0.27
C (-1.33682, 1.43092, 0.73864)  -0.23
C (-1.99242, 1.87686, -0.94695)  0.15
N (-2.05591, 0.41572, 1.40921)  0.14
N (0.21308, 1.29085, 0.60845)  0.06
N (-0.91148, 2.52802, 1.69614)  0.15
O (0.41494, -0.32048, -1.00430)  -0.16
H (1.29897, 2.79966, 1.75003)  0.18
H (-3.34500, -3.79418, 1.94726)  0.11
H (-3.00100, -3.22235, 0.12518)  0.10
H (-2.94879, -1.43845, 2.54675)  0.07
H (-2.21063, -0.79286, -0.30817)  0.14
H (3.37822, -1.11605, -0.03370)  0.10
H (4.24400, -0.10434, -1.08198)  0.11
H (2.30394, -0.29772, -2.74918)  0.16
H (2.88880, -1.95769, -2.18754)  0.08
H (2.93854, 1.10588, 0.81449)  0.15
H (2.19193, 1.42958, -1.05339)  0.16
H (0.37180, -1.70035, -2.32095)  0.15
H (1.19510, -2.14857, -0.66816)  0.13
H (1.04077, -0.54849, 0.97813)  0.15
H (-1.89937, 2.99407, -0.94453)  0.09
H (-2.98012, 1.63740, -0.71484)  0.04
H (-1.33469, 1.45925, -1.59927)  0.02
H (-1.28794, 3.44621, 2.06639)  0.20